Entry 1:
DFT (the ωB97M-V functional and the def2-TZVPD basis) results for C13H8F5N3O7OsTe as an isolated structure.

Output
electronic energy: -2048.9565 Eh
orbital gap (spin up / spin down): 8.23 / 5.63 eV
HOMO (spin up / spin down): -9.5082 / -9.7957 eV

```
! wB97M-V def2-TZVPD RIJCOSX def2/J DEFGRID3
* xyz 0 5
Os 0.75 1.09 0.94
Te 1.86 -0.05 3.65
F 1.99 1.13 5.10
F 2.58 -1.47 2.61
F 3.65 -0.15 4.16
F 1.27 -1.37 4.76
F 0.16 0.76 3.76
O 3.54 -4.78 -1.57
O 2.21 1.16 2.23
O -0.44 2.64 1.48
O 0.28 -0.90 2.15
O -0.19 -2.92 1.30
O 4.62 -3.26 -2.93
O -0.79 1.00 -0.30
N -1.56 2.77 0.85
N -1.72 1.91 -0.05
N 1.80 -0.42 -0.07
C 2.77 -0.16 -0.96
C -5.15 1.86 -2.46
C -2.91 1.09 -2.00
C -5.12 2.65 -1.32
C -2.91 1.90 -0.88
C 3.46 -1.16 -1.61
C -4.05 1.08 -2.80
C 3.90 -3.76 -2.10
C 2.09 -2.76 -0.39
C 1.48 -1.68 0.23
C 3.07 -2.45 -1.30
C -4.00 2.67 -0.51
C 0.44 -1.90 1.30
H 1.79 -3.76 -0.14
H -6.03 1.84 -3.09
H 4.24 -0.95 -2.32
H 2.99 0.89 -1.14
H -4.07 0.46 -3.68
H -2.05 0.49 -2.24
H -5.98 3.25 -1.06
H -3.97 3.28 0.38
*
```


Entry 2:
DFT (the ωB97M-V functional and the def2-TZVPD basis) results for C22H14ClF3N2O3S as an isolated structure at a distorted geometry.

Output
electronic energy: -2339.6630 Eh
energy above the lowest of the compared OMol25 structures with the same formula, charge and spin: 95.4 kcal/mol
orbital gap: 4.08 eV
HOMO: -7.6096 eV

```
! wB97M-V def2-TZVPD RIJCOSX def2/J DEFGRID3
* xyz 0 1
Cl 4.54 0.73 -1.58
S -0.55 -3.39 -0.89
F -1.42 -3.63 3.12
F 0.18 -2.18 3.21
F -1.87 -1.58 2.57
O -1.95 1.11 1.36
O -0.03 0.47 -0.88
O 2.18 -0.16 1.66
N 1.53 -1.75 -0.87
N 0.01 0.32 2.42
C 1.32 2.10 1.75
C 3.55 -3.02 -0.94
C 1.96 4.38 1.76
C 2.27 -0.68 -1.31
C 4.33 -1.92 -1.27
C -0.72 -0.55 -0.95
C 2.33 3.03 1.81
C -3.00 -1.46 -1.06
C 2.22 -2.91 -0.65
C -2.17 -0.39 -1.30
C -0.40 3.78 1.57
C -2.70 0.78 -1.93
C -4.81 -0.39 -2.23
C -4.29 -1.50 -1.56
C 3.65 -0.72 -1.39
C 0.60 4.76 1.65
C 0.06 -1.82 -1.04
C -4.03 0.76 -2.37
C -0.80 1.22 1.76
C 1.27 0.61 1.93
C -0.92 -2.53 2.52
C 0.00 2.46 1.60
H -4.84 -2.41 -1.43
H 5.40 -1.94 -1.36
H -5.83 -0.44 -2.60
H -2.55 -2.29 -0.49
H 1.66 -3.78 -0.27
H -1.47 3.99 1.55
H -4.48 1.64 -2.82
H 2.73 5.16 1.82
H 0.33 5.82 1.64
H -0.32 -2.31 -2.04
H -2.11 1.70 -2.03
H 1.79 0.25 -1.54
H 3.97 -4.02 -0.84
H 3.36 2.69 1.94
*
```


Entry 3:
DFT (the ωB97M-V functional and the def2-TZVPD basis) results for C28H30ClN2OSb2W as an isolated structure at a distorted geometry.

Output
electronic energy: -2276.4850 Eh
energy above the lowest of the compared OMol25 structures with the same formula, charge and spin: 0.0 kcal/mol
orbital gap: 5.92 eV
HOMO: -16.5530 eV

```
! wB97M-V def2-TZVPD RIJCOSX def2/J DEFGRID3
* xyz 3 1
W -0.11 -0.28 0.47
Sb 0.49 -3.07 0.47
Sb 0.26 -0.02 3.19
Cl 5.54 4.35 -0.78
O 1.64 0.11 0.13
N -2.06 -0.01 -0.34
N -0.26 1.89 0.02
C -0.75 -3.58 3.22
C -4.23 -0.79 -1.01
C -1.67 -2.52 3.24
C 4.83 1.80 -0.28
C -2.52 1.29 -0.43
C -2.05 3.63 -0.18
C -1.60 2.33 -0.18
C -2.29 -4.89 4.57
C -3.18 -3.84 4.61
C 3.05 3.41 -0.51
C -0.77 1.76 3.73
C 2.57 1.09 -0.06
C 2.11 2.39 -0.27
C -3.86 1.58 -0.75
C -1.49 -1.20 2.52
C 3.92 0.78 -0.06
C 0.71 2.69 -0.31
C -2.92 -1.00 -0.63
C -1.09 -4.76 3.88
C -0.92 -4.48 -0.24
C 0.51 -1.00 5.07
C -4.71 0.50 -1.05
C -2.87 -2.66 3.93
C -3.39 3.93 -0.48
C 2.36 -3.54 -0.39
C 4.40 3.11 -0.50
C -4.28 2.93 -0.77
C 0.61 -3.53 2.55
H 1.11 -1.90 4.98
H 1.27 -2.78 2.98
H 2.72 4.42 -0.69
H 2.63 -4.56 -0.13
H -2.51 -5.82 5.08
H -0.51 -5.47 -0.09
H -1.38 4.45 0.05
H 1.11 -4.49 2.68
H -1.50 2.00 2.95
H -2.40 -0.60 2.61
H 4.25 -0.24 0.09
H -0.50 -1.23 5.39
H -4.12 -3.92 5.14
H 0.99 -0.29 5.74
H -5.31 3.16 -1.01
H -1.84 -4.38 0.33
H -4.86 -1.63 -1.24
H 3.12 -2.86 0.01
H -2.53 -2.01 -0.55
H -0.06 2.59 3.83
H 0.46 3.68 -0.68
H -0.39 -5.58 3.88
H -5.74 0.70 -1.32
H -3.71 4.96 -0.48
H -3.58 -1.84 3.95
H -1.11 -4.33 -1.31
H -1.44 -1.52 1.44
H 5.89 1.59 -0.29
H 2.30 -3.44 -1.47
H -1.27 1.61 4.68
*
```


Entry 4:
DFT (the ωB97M-V functional and the def2-TZVPD basis) results for an isolated molecule of C21H22N4O4S2 at a distorted geometry.

Output
electronic energy: -2129.8435 Eh
energy above the lowest of the compared OMol25 structures with the same formula, charge and spin: 0.2 kcal/mol
orbital gap: 7.99 eV
HOMO: -7.8345 eV
structure (SMILES): CCOC(=O)c1c(NC(=O)CSc2nnc(C)c(=O)[nH]2)sc(C)c1-c1ccc(C)cc1

```
! wB97M-V def2-TZVPD RIJCOSX def2/J DEFGRID3
* xyz 0 1
S 0.04 -2.64 0.89
S -4.87 -1.10 -0.79
O 2.04 1.33 -1.13
O -2.36 -2.93 -0.05
O -4.98 2.75 2.28
O 0.29 0.56 -2.32
N -2.37 1.74 0.09
N -2.95 0.67 -0.46
N -4.85 1.00 0.85
N -1.19 -1.35 -1.14
C 3.05 2.13 -3.19
C 5.94 0.71 0.65
C -2.29 3.62 1.58
C 1.06 -0.68 -0.47
C -0.06 -1.48 -0.37
C 5.48 0.09 -0.51
C 2.16 2.45 -2.00
C 5.11 0.74 1.76
C 2.06 -1.05 0.49
C 3.39 -0.43 0.55
C -2.98 2.45 0.99
C -3.48 -1.71 -1.80
C -4.34 2.14 1.46
C 3.85 0.18 1.72
C 7.30 1.34 0.70
C 1.65 -2.08 1.29
C 2.42 -2.76 2.37
C -2.31 -2.06 -0.90
C 4.22 -0.47 -0.56
C 1.09 0.44 -1.41
C -4.13 0.32 -0.09
H -3.87 -2.60 -2.29
H 3.21 0.22 2.58
H 2.03 -2.48 3.35
H 6.12 0.05 -1.38
H -2.21 3.50 2.66
H 2.59 3.24 -1.38
H -1.14 -0.56 -1.80
H -2.88 4.52 1.40
H -3.22 -0.94 -2.53
H 5.45 1.22 2.66
H -1.30 3.73 1.14
H 1.16 2.74 -2.34
H 3.88 -0.96 -1.46
H 7.89 1.09 -0.18
H 3.18 3.02 -3.80
H 2.33 -3.84 2.28
H 4.03 1.80 -2.84
H -5.78 0.68 1.11
H 7.21 2.43 0.76
H 3.47 -2.48 2.32
H 2.60 1.35 -3.79
H 7.84 1.01 1.59
*
```


Entry 5:
DFT (the ωB97M-V functional and the def2-TZVPD basis) results for an isolated molecule of C5H11NO at a distorted geometry.

Output
electronic energy: -327.0317 Eh
energy above the lowest of the compared OMol25 structures with the same formula, charge and spin: 62.6 kcal/mol
orbital gap: 9.07 eV
HOMO: -8.1289 eV
structure (SMILES): C[C@H](C=O)N(C)C

```
! wB97M-V def2-TZVPD RIJCOSX def2/J DEFGRID3
* xyz 0 1
O 1.88 1.88 1.05
N -0.08 -0.18 -0.68
C -1.53 -0.17 -0.46
C 0.88 1.19 1.02
C 0.08 -1.15 1.51
C 0.78 -0.23 0.48
C 0.34 0.53 -1.88
H 1.15 0.06 -2.42
H 0.92 1.42 -1.48
H -0.81 -0.80 2.03
H -1.86 0.40 0.45
H -0.47 0.70 -2.58
H -0.08 1.66 1.26
H -1.96 0.10 -1.44
H 1.86 -0.64 0.39
H 0.79 -1.53 2.25
H -1.90 -1.21 -0.34
H 0.03 -2.02 0.84
*
```


Entry 6:
DFT (the ωB97M-V functional and the def2-TZVPD basis) results for a 2-piece molecular cluster, C28H24ClF13O9S overall at a distorted geometry.

Output
electronic energy: -3915.1734 Eh
orbital gap: 3.11 eV
HOMO: -0.0424 eV

```
! wB97M-V def2-TZVPD RIJCOSX def2/J DEFGRID3
* xyz -2 1
Cl -1.55 4.06 1.68
S 1.84 -1.06 3.13
F -3.51 0.11 0.01
F -3.93 0.59 2.73
F -4.75 -2.71 3.06
F -6.11 2.40 -0.49
F -3.77 -2.28 1.19
F -6.23 -1.26 0.80
F -4.05 2.35 -1.10
F -6.55 0.71 1.57
F -2.32 -3.09 3.43
F -5.34 -0.04 -1.12
F -5.60 -0.52 3.50
F -2.82 -1.24 4.43
F -4.52 2.63 0.99
O 8.86 4.52 -2.96
O 4.00 2.30 -2.23
O 7.99 2.49 -4.68
O 3.20 -1.03 3.49
O -0.22 -1.70 -1.29
O 1.30 0.26 2.48
O 0.97 -1.59 4.13
O 1.71 -1.99 1.80
O 4.73 4.52 -0.74
C 5.96 2.41 -3.47
C 5.09 2.86 -2.44
C -0.89 3.36 0.17
C 0.35 2.50 0.41
C 6.81 4.56 -1.87
C -2.50 -4.24 -2.46
C 5.53 4.08 -1.59
C -2.62 -1.78 3.22
C 3.27 1.29 0.98
C -1.51 -1.07 2.44
C -5.59 -0.16 1.21
C -3.96 -1.81 2.43
C -0.66 -2.02 1.60
C 7.23 2.89 -3.77
C -0.13 1.04 0.58
C -4.74 -0.45 2.47
C 0.65 -1.42 0.98
C 2.26 0.38 0.28
C 0.07 -3.45 -2.88
C 0.81 -2.11 -0.36
C 7.72 4.04 -2.85
C -2.00 -3.16 -1.78
C -1.70 -4.91 -3.32
C -4.81 0.46 0.01
C -4.90 2.00 -0.12
C 0.93 0.07 1.07
C -0.42 -4.53 -3.56
C -0.72 -2.78 -2.00
H 7.20 5.40 -1.31
H 2.79 -0.54 0.07
H 0.23 -5.05 -4.24
H -0.68 4.14 -0.55
H -0.96 -0.49 3.18
H 2.84 2.15 1.46
H 3.90 1.65 0.17
H -2.08 -5.78 -3.84
H 2.00 0.78 -0.70
H -2.04 -0.42 1.75
H 3.89 0.69 1.63
H 5.55 1.59 -4.07
H 0.72 -3.18 -0.17
H -0.53 0.72 -0.38
H 1.09 -3.09 -2.99
H -1.30 -2.38 0.80
H 1.06 2.62 -0.40
H -0.94 1.11 1.31
H 0.77 2.81 1.36
H -0.37 -2.90 2.15
H -2.59 -2.59 -1.08
H -1.69 2.75 -0.24
H 1.79 -1.97 -0.81
H -3.53 -4.51 -2.26
*
```


Entry 7:
DFT (the ωB97M-V functional and the def2-TZVPD basis) results for an isolated molecule of C4H8O at a distorted geometry.

Output
electronic energy: -232.3427 Eh
energy above the lowest of the compared OMol25 structures with the same formula, charge and spin: 64.6 kcal/mol
orbital gap: 9.23 eV
HOMO: -8.2436 eV
structure (SMILES): C[C@H]1C[C@H]1O

```
! wB97M-V def2-TZVPD RIJCOSX def2/J DEFGRID3
* xyz 0 1
O 1.31 -1.24 -1.23
C 1.31 -0.05 -0.53
C 0.79 0.25 0.82
C -1.66 0.02 0.06
C -0.22 0.52 -0.24
H 0.71 -1.79 -0.73
H -2.10 0.75 0.76
H -2.33 0.02 -0.81
H 0.62 -0.57 1.51
H 1.25 1.13 1.24
H -0.30 1.46 -0.73
H 2.30 0.47 -0.68
H -1.68 -0.95 0.56
*
```


Entry 8:
DFT (the ωB97M-V functional and the def2-TZVPD basis) results for an isolated ion of composition CN4O2S and charge -2 at a distorted geometry.

Output
electronic energy: -805.6323 Eh
energy above the lowest of the compared OMol25 structures with the same formula, charge and spin: 54.5 kcal/mol
orbital gap (spin up / spin down): 5.55 / 5.55 eV
HOMO (spin up / spin down): 0.9562 / 0.9576 eV

```
! wB97M-V def2-TZVPD RIJCOSX def2/J DEFGRID3
* xyz -2 1
S 0.49 1.24 -1.44
O -0.27 1.07 -2.75
O 0.30 2.60 -0.76
N 0.65 -1.24 1.76
N -0.57 -1.79 1.68
N -1.41 -1.44 0.86
N 0.83 -0.37 0.74
C -0.02 -0.07 -0.09
*
```